DFT (ωB97M-V/def2-TZVPD) results for an isolated molecule of C2H4OS2 in a non-equilibrium geometry.

Computed properties:
- HOMO-LUMO gap (eV) = 9.8288
- HOMO (eV) = -9.60
- charge = 0
- relative energy (zero: lowest compared OMol25 entry of this formula, charge and spin) (eV) = 1.507

Last column: Löwdin charge in e.
Element x y z (Å)
C -0.416 -0.153 0.243  -0.81
C -0.162 1.114 -0.448  -0.18
O 0.265 -2.866 -0.104  -0.57
S 0.513 -0.557 1.756  0.60
S 0.866 -1.545 -0.048  0.68
H -1.350 -0.501 0.375  0.02
H -0.179 1.954 0.298  0.08
H -0.579 1.518 -1.360  0.07
H 1.041 1.038 -0.712  0.12

---

DFT (ωB97M-V/def2-TZVPD) results for a structure of composition C28H41FeN9O2S3 in a non-equilibrium geometry.

Computed properties:
- HOMO-LUMO gap (spin up / spin down) (eV) = 8.9302 / 5.2619
- 2S+1 = 2
- HOMO (spin up / spin down) (eV) = -15.51 / -15.46
- ⟨S²⟩ = 0.76
- charge = +3
- relative energy (zero: lowest compared OMol25 entry of this formula, charge and spin) (eV) = 0.000

Last column: Löwdin charge in e.
Element x y z (Å)
Fe -0.178 -0.115 -0.188  0.59
C 0.875 -2.975 -0.369  -0.10
N 0.626 -1.939 -1.379  -0.08
C 1.817 -1.592 -2.172  -0.08
C 2.238 -0.217 -1.790  -0.28
N 1.599 0.458 -0.866  0.09
C 2.260 1.697 -0.770  -0.18
C 2.007 2.799 0.043  -0.02
C 2.858 3.879 -0.083  -0.06
C 3.927 3.874 -0.995  -0.05
C 4.179 2.789 -1.809  0.01
C 3.323 1.703 -1.668  -0.17
N 3.276 0.463 -2.303  0.20
C -0.366 -3.031 0.454  -0.31
N -1.125 -1.969 0.588  0.10
C -2.220 -2.390 1.361  -0.23
C -3.373 -1.711 1.759  -0.05
C -4.294 -2.409 2.511  -0.06
C -4.091 -3.757 2.862  -0.05
C -2.971 -4.447 2.455  0.01
C -2.053 -3.735 1.687  -0.17
N -0.858 -4.114 1.082  0.20
H 1.732 -2.664 0.234  0.14
H 1.107 -3.958 -0.789  0.14
H -0.108 -2.271 -1.994  0.14
H 1.597 -1.625 -3.241  0.15
H 2.629 -2.303 -2.002  0.14
H 1.175 2.795 0.730  0.08
H 2.699 4.757 0.530  0.11
H 4.570 4.741 -1.060  0.12
H 5.000 2.790 -2.513  0.13
H 3.910 0.132 -3.012  0.19
H -3.539 -0.681 1.474  0.10
H -5.204 -1.919 2.831  0.11
H -4.843 -4.266 3.450  0.12
H -2.824 -5.489 2.707  0.13
H -0.450 -5.036 1.086  0.18
C 2.435 1.558 4.923  -0.46
C 3.029 0.385 4.169  -0.48
S 1.757 -0.298 3.069  0.94
C 0.684 -1.245 4.199  -0.45
C -0.624 -0.511 4.470  -0.44
S -1.085 0.368 2.950  0.91
C -1.252 2.071 3.487  -0.46
C -0.131 2.672 4.362  -0.46
S 1.527 2.529 3.682  0.98
H 3.210 2.178 5.372  0.10
H 1.748 1.241 5.706  0.09
H 3.426 -0.399 4.815  0.10
H 3.824 0.709 3.497  0.09
H 1.247 -1.472 5.104  0.10
H 0.487 -2.186 3.682  0.08
H -0.529 0.192 5.294  0.08
H -1.423 -1.212 4.714  0.09
H -2.182 2.161 4.051  0.10
H -1.350 2.611 2.544  0.06
H -0.127 2.247 5.363  0.08
H -0.340 3.738 4.461  0.09
N -1.334 0.328 -1.768  0.05
C -1.593 1.789 -1.864  -0.23
C -2.938 2.133 -2.517  -0.12
C -4.172 2.162 -1.596  -0.16
C -5.097 3.356 -1.875  -0.14
N -4.436 4.661 -1.910  0.09
C -4.106 5.395 -0.852  -0.44
N -4.464 5.017 0.372  0.23
N -3.470 6.552 -1.021  0.22
C -1.406 2.389 -0.473  -0.60
O -1.752 3.536 -0.235  0.06
O -0.859 1.586 0.373  -0.18
H -1.003 -0.026 -2.659  0.12
H -2.207 -0.157 -1.568  0.12
H -0.800 2.225 -2.476  0.16
H -3.099 1.411 -3.322  0.13
H -2.819 3.103 -2.997  0.11
H -3.862 2.170 -0.549  0.10
H -4.785 1.271 -1.745  0.12
H -5.905 3.390 -1.143  0.13
H -5.569 3.234 -2.848  0.14
H -4.177 5.025 -2.811  0.16
H -4.848 4.105 0.536  0.11
H -4.184 5.554 1.173  0.14
H -3.234 6.894 -1.936  0.14
H -3.215 7.128 -0.237  0.14

---

DFT (ωB97M-V/def2-TZVPD) results for a cluster of 2 separate species, C3H7NO in total in a non-equilibrium geometry.

Computed properties:
- HOMO-LUMO gap (eV) = 10.1138
- HOMO (eV) = -9.36
- charge = 0
- relative energy (zero: lowest compared OMol25 entry of this formula, charge and spin) (eV) = 2.765
- SMILES = C=CO.C=N

Last column: Löwdin charge in e.
Element x y z (Å)
C 1.990 -0.591 1.416  -0.17
N 1.602 -1.231 2.419  0.04
H 1.889 0.484 1.271  0.05
H 2.529 -0.974 0.535  0.07
H 1.835 -2.204 2.377  0.03
C -2.457 0.615 -1.137  0.01
C -1.164 0.797 -1.339  -0.28
O -0.186 -0.053 -0.854  -0.05
H -3.163 1.320 -1.543  0.05
H -2.781 -0.204 -0.521  0.06
H -0.690 1.547 -1.967  0.11
H 0.595 0.493 -0.657  0.07

---

DFT (ωB97M-V/def2-TZVPD) results for a cluster of 2 separate species, H3N2OS in total in a non-equilibrium geometry.

Computed properties:
- HOMO-LUMO gap (spin up / spin down) (eV) = 6.9227 / 6.9220
- HOMO (spin up / spin down) (eV) = -2.38 / -2.38
- charge = -1
- relative energy (zero: lowest compared OMol25 entry of this formula, charge and spin) (eV) = 1.785

Last column: Löwdin charge in e.
Element x y z (Å)
N 1.045 0.468 0.124  -0.06
N 0.591 -0.784 0.158  -0.39
O 1.100 -1.650 -0.590  -0.17
S -1.829 -0.166 -0.161  -0.07
H 1.643 0.895 -0.620  0.09
H 0.241 1.148 0.329  0.03
H -2.791 0.088 0.761  -0.44

---

DFT (ωB97M-V/def2-TZVPD) results for an isolated molecule of C4H12NO2P in a non-equilibrium geometry.

Computed properties:
- HOMO-LUMO gap (eV) = 9.8948
- HOMO (eV) = -9.25
- charge = 0
- relative energy (zero: lowest compared OMol25 entry of this formula, charge and spin) (eV) = 4.194
- SMILES = CCP(=O)(CC)NO

Last column: Löwdin charge in e.
Element x y z (Å)
C -0.510 -2.379 -0.512  -0.12
C 1.894 1.588 -0.438  -0.12
C 0.395 -1.346 0.175  -0.31
C 0.776 1.514 0.591  -0.35
N -1.713 0.288 1.055  -0.22
O -0.888 0.508 -1.614  -0.44
O -2.859 0.207 0.194  -0.16
P -0.337 0.251 0.095  0.80
H -1.321 -2.811 0.192  0.11
H -1.033 -1.871 -1.228  0.01
H 0.064 -3.273 -0.715  0.07
H 1.319 1.824 -1.354  0.09
H 2.527 2.386 -0.190  0.06
H 2.379 0.675 -0.308  0.05
H 1.206 -1.035 -0.423  0.05
H 0.719 -1.716 1.144  0.10
H 0.246 2.460 0.829  0.11
H 1.217 1.360 1.575  0.10
H -1.781 1.171 1.625  0.11
H -2.300 0.198 -0.692  0.04

---

DFT (ωB97M-V/def2-TZVPD) results for a cluster of 6 separate species, C11H35N8O6 in total in a non-equilibrium geometry.

Computed properties:
- HOMO-LUMO gap (eV) = 7.5349
- HOMO (eV) = -5.03
- charge = -1
- relative energy (zero: lowest compared OMol25 entry of this formula, charge and spin) (eV) = 0.758

Last column: Löwdin charge in e.
Element x y z (Å)
O -1.815 0.448 1.233  -0.44
H -1.025 0.054 0.849  -0.13
C 0.272 -2.739 -1.346  -0.07
C -0.459 -2.294 -2.588  -0.44
C 0.282 -2.621 -3.878  -0.23
O -0.544 -2.378 -4.992  -0.19
C 0.147 -2.518 -6.201  -0.13
N -1.829 -2.840 -2.522  0.05
H 0.345 -3.829 -1.289  0.08
H -0.280 -2.400 -0.472  0.08
H 1.296 -2.362 -1.270  0.07
H -0.571 -1.204 -2.588  0.13
H 0.639 -3.666 -3.878  0.13
H 1.181 -1.983 -3.889  0.12
H -0.549 -2.332 -7.019  0.08
H 0.541 -3.537 -6.318  0.09
H 0.981 -1.814 -6.304  0.09
H -2.299 -2.606 -3.394  0.06
H -1.765 -3.857 -2.560  0.07
C 2.022 1.178 -1.994  -0.06
C 1.886 2.103 -0.804  -0.44
C 1.177 3.426 -1.162  -0.20
O 1.801 4.284 -2.096  -0.17
C 3.198 4.389 -1.984  -0.13
N 1.076 1.418 0.237  0.05
H 1.078 1.151 -2.549  0.08
H 2.275 0.167 -1.679  0.07
H 2.753 1.512 -2.735  0.07
H 2.835 2.345 -0.320  0.13
H 0.949 3.916 -0.206  0.13
H 0.228 3.147 -1.628  0.13
H 3.469 4.783 -0.993  0.09
H 3.576 5.093 -2.723  0.08
H 3.715 3.439 -2.144  0.07
H 0.982 2.139 0.950  0.04
H 0.134 1.230 -0.102  0.06
C 1.259 -2.414 3.044  -0.69
O 0.581 -3.406 3.246  0.02
N 2.576 -2.335 3.456  0.13
N 0.807 -1.307 2.398  0.17
H 2.986 -3.028 4.049  0.09
H 3.110 -1.537 3.167  0.08
H 1.373 -0.514 2.155  0.07
H -0.165 -1.304 2.117  0.09
C -1.302 3.028 3.404  -0.70
O -1.213 3.787 4.363  -0.02
N -2.396 2.870 2.622  0.14
N -0.240 2.335 2.879  0.12
H -2.261 2.307 1.779  0.06
H -3.273 3.326 2.770  0.10
H 0.581 2.205 3.444  0.09
H -0.483 1.521 2.302  0.04
C -3.745 -1.161 3.755  -0.69
O -3.831 -1.987 2.859  0.01
N -4.191 -1.477 5.034  0.11
N -3.167 0.063 3.615  0.14
H -4.376 -0.751 5.698  0.07
H -4.571 -2.400 5.114  0.08
H -3.046 0.677 4.398  0.08
H -2.715 0.255 2.690  0.03